Model i:
Below is a cluster of 2 separate species, CH3N3O2S in total, with properties calculated with ωB97M-V/def2-TZVPD.

Structure (XYZ):
```
10
Properties=species:S:1:pos:R:3:nbo_charge:R:1
S 1.41 1.72 0.63 0.142
O -1.21 -1.70 -0.09 -0.251
O -2.67 -0.36 -1.02 -0.379
N -1.03 0.50 0.04 -0.483
N -1.64 -0.65 -0.45 0.644
N 1.50 -1.33 -0.24 -0.576
C 0.29 0.46 0.20 0.114
H 2.46 1.06 0.90 0.139
H 2.44 -1.01 -0.07 0.238
H -1.55 1.32 0.09 0.412
```

LUMO (spin up / spin down): -0.029 / -0.031 Ha
HOMO (spin up / spin down): -8.26 / -8.39 eV
Kohn-Sham gap (spin up / spin down): 0.274 / 0.278 hartree

Model ii:
Below is a structure of composition CH3N3O2S, with properties calculated with ωB97M-V/def2-TZVPD.

Structure (XYZ):
```
10
Properties=species:S:1:pos:R:3:nbo_charge:R:1
S 0.99 0.99 0.82 0.478
O -0.96 -0.68 -3.69 -0.354
O -0.71 -2.41 -2.24 -0.321
N 0.39 -0.15 -1.67 -0.545
N -0.75 -1.29 -2.65 0.560
N -0.24 0.78 2.08 -0.925
C 0.38 0.26 -0.56 0.020
H 0.25 -0.04 2.54 0.356
H -0.50 1.24 2.72 0.336
H 1.21 0.18 -2.21 0.395
```

LUMO (spin up / spin down): -0.027 / -0.002 Ha
HOMO (spin up / spin down): -8.04 / -7.89 eV
Kohn-Sham gap (spin up / spin down): 0.268 / 0.288 hartree

Model iii:
Below is an isolated molecule of CH3N3O2S, with properties calculated with ωB97M-V/def2-TZVPD.

Structure (XYZ):
```
10
Properties=species:S:1:pos:R:3:nbo_charge:R:1
S -1.31 0.02 0.01 2.331
O -2.07 1.14 -0.35 -0.877
O -1.25 -1.21 -0.81 -0.865
N -1.06 -0.26 1.54 -0.654
N 1.71 -1.26 -0.04 -0.231
N 0.33 0.69 -0.24 -0.839
C 1.41 -0.12 -0.25 0.121
H 0.35 1.52 -0.84 0.433
H 2.34 0.57 -0.68 0.195
H -0.45 -1.08 1.66 0.385
```

LUMO (spin up / spin down): -0.049 / -0.134 Ha
HOMO (spin up / spin down): -10.68 / -10.22 eV
Kohn-Sham gap (spin up / spin down): 0.344 / 0.242 hartree

Model iv:
Below is a cluster of 2 separate species, CH3N3O2S in total, with properties calculated with ωB97M-V/def2-TZVPD.

Structure (XYZ):
```
10
Properties=species:S:1:pos:R:3:nbo_charge:R:1
S 1.78 1.16 -0.40 0.452
O -0.88 1.11 0.86 -0.639
O 2.18 -0.89 0.68 -0.141
N 0.48 0.34 -0.80 -0.784
N 1.29 -1.46 0.29 0.317
N -1.64 -0.64 -0.36 -0.843
C -0.69 0.34 -0.06 0.740
H -2.55 -0.58 0.06 0.402
H 1.68 1.62 1.04 0.104
H -1.63 -1.02 -1.31 0.392
```

LUMO (spin up / spin down): -0.022 / -0.029 Ha
HOMO (spin up / spin down): -8.60 / -8.81 eV
Kohn-Sham gap (spin up / spin down): 0.294 / 0.294 hartree

Stability check: which of them is least stable? model i.

Model i:
Below is a cluster of 6 separate species, C2H16NO4 in total, with properties calculated with ωB97M-V/def2-TZVPD.

Structure (XYZ):
```
23
Properties=species:S:1:pos:R:3:nbo_charge:R:1
O 0.24 0.76 2.58 -0.855
O -1.94 0.66 1.37 -0.734
O 0.39 -0.39 -4.11 -0.966
O -1.30 -1.72 1.11 -0.893
N 1.33 -0.89 0.26 -0.318
C 1.41 0.20 -0.72 -0.273
C 0.78 1.52 -0.26 -0.559
H -2.78 1.03 1.72 0.493
H 1.34 1.91 0.66 0.249
H -1.67 -0.31 -1.36 -0.022
H 0.24 -1.27 -4.54 0.487
H -1.51 -0.88 -1.85 0.022
H -0.70 0.83 2.24 0.490
H 0.27 0.94 3.54 0.500
H -1.68 -0.77 1.31 0.477
H 0.90 -0.12 -1.67 0.302
H 0.84 2.26 -1.07 0.268
H -1.74 -2.38 1.62 0.497
H 0.49 0.24 -4.86 0.487
H -0.27 1.37 0.04 0.252
H 2.46 0.31 -0.97 0.250
H 0.43 -1.14 0.49 0.422
H 1.83 -0.64 1.16 0.425
```

LUMO: -0.385 Ha
HOMO: -14.55 eV
Kohn-Sham gap: 0.150 hartree
charge: +1

Model ii:
Below is a cluster of 5 separate species, C2H16NO4 in total, with properties calculated with ωB97M-V/def2-TZVPD.

Structure (XYZ):
```
23
Properties=species:S:1:pos:R:3:nbo_charge:R:1
O -1.09 -1.88 -1.67 -0.997
O -2.10 -0.93 1.26 -0.971
O 1.75 -1.59 0.88 -0.976
O 0.15 1.78 2.23 -0.972
N -0.39 0.40 -0.36 -0.706
C 0.56 1.48 -0.85 -0.233
C 1.41 1.22 -2.13 -0.634
H -0.64 0.53 0.65 0.463
H 1.19 1.83 -0.02 0.234
H -2.57 -1.78 1.27 0.494
H -0.77 -2.06 -2.55 0.508
H -0.61 1.87 2.80 0.483
H -1.33 0.36 -0.75 0.444
H 1.95 -0.87 1.48 0.482
H -0.05 2.37 -1.10 0.219
H 2.12 -2.43 1.16 0.499
H -1.94 -2.20 -1.39 0.502
H -0.04 -0.56 -0.52 0.482
H 1.81 2.22 -2.40 0.245
H 0.75 2.32 2.80 0.496
H 2.36 0.71 -1.91 0.232
H -1.50 -1.01 2.02 0.483
H 0.85 0.73 -2.92 0.223
```

LUMO: -0.108 Ha
HOMO: -15.05 eV
Kohn-Sham gap: 0.445 hartree
charge: +1

Stability check: which of them is least stable? model i.

Model i:
Below is a cluster of 2 separate species, CH7N3O in total, with properties calculated with ωB97M-V/def2-TZVPD.

Structure (XYZ):
```
12
Properties=species:S:1:pos:R:3:nbo_charge:R:1
O 1.86 0.40 0.09 -0.626
N 1.31 -1.68 0.35 -0.579
N 0.95 -0.45 0.65 0.220
N -0.33 0.48 -0.58 -0.738
C -1.46 1.06 0.12 -0.428
H 1.86 -1.83 -0.50 0.373
H -1.09 1.57 1.01 0.199
H -0.63 -0.14 -1.33 0.345
H -2.20 0.31 0.43 0.176
H 0.72 -2.41 0.71 0.384
H 0.98 0.89 -0.45 0.482
H -1.98 1.80 -0.50 0.192
```

LUMO (spin up / spin down): 0.026 / 0.027 Ha
HOMO (spin up / spin down): -8.09 / -8.09 eV
Kohn-Sham gap (spin up / spin down): 0.324 / 0.324 hartree

Model ii:
Below is a cluster of 2 separate species, CH7N3O in total, with properties calculated with ωB97M-V/def2-TZVPD.

Structure (XYZ):
```
12
Properties=species:S:1:pos:R:3:nbo_charge:R:1
O 0.61 -0.10 1.10 -0.784
N -0.47 -1.99 -0.65 -0.254
N -0.08 -1.25 -1.54 -0.322
N -0.27 1.40 -0.55 -0.837
C -0.32 1.02 0.81 0.085
H 0.23 -2.49 -0.09 0.294
H -0.04 1.87 1.44 0.158
H 0.65 1.73 -0.80 0.354
H 0.56 -0.30 2.04 0.465
H -0.48 0.58 -1.17 0.385
H -1.33 0.68 1.06 0.162
H 0.95 -1.14 -1.65 0.295
```

LUMO: 0.030 Ha
HOMO: -9.25 eV
Kohn-Sham gap: 0.370 hartree
SMILES: [H]/N=N\[H].NCO

Model iii:
Below is a cluster of 2 separate species, CH7N3O in total, with properties calculated with ωB97M-V/def2-TZVPD.

Structure (XYZ):
```
12
Properties=species:S:1:pos:R:3:nbo_charge:R:1
O -2.02 -0.17 -0.81 -1.014
N 1.04 -0.73 -0.67 -0.814
N -0.13 1.26 -0.21 -0.618
N 0.94 0.04 1.48 -0.849
C 0.39 0.12 0.21 0.429
H 0.53 0.74 2.09 0.388
H 0.48 -0.90 -1.51 0.390
H -0.27 1.23 -1.23 0.350
H 1.23 -1.62 -0.23 0.378
H 1.95 0.18 1.47 0.388
H -1.23 -0.32 0.02 0.486
H -2.91 0.16 -0.61 0.485
```

LUMO: 0.016 Ha
HOMO: -8.98 eV
Kohn-Sham gap: 0.346 hartree
SMILES: N=C(N)N.O

Stability check: which of them is least stable? model i.

Model i:
Below is a cluster of 2 separate species, CH6NPS in total, with properties calculated with ωB97M-V/def2-TZVPD.

Structure (XYZ):
```
10
Properties=species:S:1:pos:R:3:nbo_charge:R:1
S -0.08 -0.78 1.18 0.639
P 0.08 -2.33 2.46 -0.023
N -1.40 -0.75 0.36 -0.955
C 0.38 1.44 -1.49 -0.859
H 0.37 2.51 -1.60 0.215
H 0.15 0.98 -2.46 0.214
H -2.06 -1.45 0.65 0.353
H -0.29 0.95 -0.75 0.225
H 1.40 -1.67 2.80 -0.008
H 1.46 1.10 -1.15 0.201
```

LUMO (spin up / spin down): -0.042 / -0.041 Ha
HOMO (spin up / spin down): -8.80 / -8.79 eV
Kohn-Sham gap (spin up / spin down): 0.281 / 0.282 hartree

Model ii:
Below is a cluster of 2 separate species, CH6NPS in total, with properties calculated with ωB97M-V/def2-TZVPD.

Structure (XYZ):
```
10
Properties=species:S:1:pos:R:3:nbo_charge:R:1
S 1.06 0.15 1.64 -0.046
P -2.32 -0.19 -0.44 0.799
N -2.36 -1.72 -0.65 -1.050
C 1.92 0.91 0.21 -0.722
H 2.99 0.86 0.43 0.226
H -2.63 -2.28 0.16 0.367
H 1.61 1.94 0.11 0.213
H -1.92 0.15 -1.76 -0.106
H -0.06 -0.17 0.98 0.098
H 1.70 0.35 -0.69 0.221
```

LUMO: -0.020 Ha
HOMO: -9.11 eV
Kohn-Sham gap: 0.315 hartree
SMILES: [H]/N=P/[H].CS

Model iii:
Below is a cluster of 2 separate species, CH6NPS in total, with properties calculated with ωB97M-V/def2-TZVPD.

Structure (XYZ):
```
10
Properties=species:S:1:pos:R:3:nbo_charge:R:1
S 0.26 -0.25 -0.19 0.989
P 2.12 0.39 -0.10 -0.107
N -0.02 -1.70 0.31 -1.114
C -0.93 1.04 0.37 -0.738
H -0.37 1.91 0.11 0.246
H -0.99 0.86 1.53 0.239
H -0.72 -2.26 -0.10 0.387
H 2.56 -0.94 0.41 0.029
H -1.75 0.73 -0.06 0.219
H -0.16 0.21 -2.28 -0.149
```

LUMO (spin up / spin down): -0.026 / -0.046 Ha
HOMO (spin up / spin down): -7.84 / -8.07 eV
Kohn-Sham gap (spin up / spin down): 0.262 / 0.250 hartree

Stability check: which of them is least stable? model iii.

Model i:
Below is a cluster of 2 separate species, C2H8S2 in total, with properties calculated with ωB97M-V/def2-TZVPD.

Structure (XYZ):
```
12
Properties=species:S:1:pos:R:3:nbo_charge:R:1
S -1.57 0.37 -0.18 -0.076
S -0.09 0.08 -1.80 -0.064
C -2.85 -0.59 0.88 -0.705
C 2.87 0.72 0.02 -0.853
H -3.75 -0.93 0.20 0.224
H -3.15 -0.10 1.91 0.270
H 1.98 1.02 0.67 0.219
H 3.21 -0.36 0.12 0.217
H -2.30 -1.53 0.93 0.221
H 2.69 0.96 -0.98 0.207
H 3.65 1.40 0.42 0.208
H -0.71 -1.04 -2.19 0.133
```

LUMO: -0.045 Ha
HOMO: -8.26 eV
Kohn-Sham gap: 0.259 hartree
SMILES: CSS.C

Model ii:
Below is a cluster of 2 separate species, C2H8S2 in total, with properties calculated with ωB97M-V/def2-TZVPD.

Structure (XYZ):
```
12
Properties=species:S:1:pos:R:3:nbo_charge:R:1
S -1.29 2.23 -1.73 -0.042
S 1.39 -0.99 0.52 -0.049
C 0.38 -2.48 0.77 -0.730
C -0.52 2.32 -0.09 -0.733
H -0.56 -2.48 0.24 0.224
H -0.73 3.27 0.38 0.225
H 0.19 -2.50 1.84 0.225
H -0.91 1.52 0.54 0.219
H 1.20 -0.83 -0.79 0.116
H 1.01 -3.36 0.55 0.217
H 0.57 2.22 -0.15 0.218
H -0.72 1.09 -2.08 0.109
```

LUMO: 0.026 Ha
HOMO: -8.99 eV
Kohn-Sham gap: 0.357 hartree
SMILES: CS.CS

Stability check: which of them is least stable? model i.